Here is a structure of composition C46H42BrN4P2S2Se3TeY from the Open Molecules 2025 dataset. Energies are from the ωB97M-V functional and the def2-TZVPD basis.

The geometry in XYZ format:
```
102
Properties=species:S:1:pos:R:3:forces:R:3
Y 2.06903 2.22889 -0.99655 0.473 0.442 0.397
C -5.29028 1.29319 3.84098 -0.016 -0.087 -0.073
S -5.49171 -0.05955 2.66311 0.006 0.031 0.017
C -4.08880 -1.10527 3.14040 -0.050 -0.014 -0.052
C -2.72011 -0.45157 3.03143 0.036 0.076 -0.044
C -2.42230 0.00685 1.59744 0.014 -0.037 -0.037
N -1.00370 0.24515 1.25193 -0.154 -0.140 0.229
P -0.26424 1.68138 1.73569 0.080 0.245 -0.084
C -0.59700 1.87601 3.50675 0.065 -0.060 -0.046
C -1.60267 2.66527 4.05562 0.012 0.027 -0.074
C -1.81094 2.67352 5.42628 -0.025 0.011 0.056
C -1.01272 1.89734 6.25627 -0.022 0.017 -0.012
C 0.00585 1.12448 5.71692 -0.009 0.007 0.017
C 0.21807 1.11855 4.34752 -0.001 0.022 -0.027
C -1.16168 3.01563 0.89749 0.002 0.028 0.020
C -0.95481 4.32238 1.34643 0.000 -0.069 0.023
C -1.44731 5.39458 0.62731 -0.014 0.056 -0.056
C -2.13097 5.18229 -0.56432 0.041 -0.009 0.026
C -2.31129 3.89155 -1.03442 -0.013 0.002 -0.005
C -1.82702 2.81167 -0.30810 -0.051 -0.125 0.038
P 0.05994 -1.01585 0.70736 -0.051 -0.186 -0.161
C -0.23146 -2.32760 1.97641 -0.018 0.028 -0.022
C 0.71885 -2.37849 2.99448 0.009 0.023 -0.052
C 0.58470 -3.26593 4.05240 -0.015 -0.028 0.052
C -0.49775 -4.13132 4.09296 -0.002 -0.018 0.019
C -1.43843 -4.11070 3.07055 -0.031 -0.008 0.002
C -1.30666 -3.21476 2.02186 0.076 -0.007 -0.009
C -0.89778 -1.74242 -0.68189 0.092 0.058 0.029
C -0.49171 -2.99097 -1.15359 0.013 -0.065 0.113
C -1.11275 -3.57788 -2.24277 -0.033 -0.002 0.006
C -2.14820 -2.91751 -2.89356 0.041 0.022 -0.054
C -2.52665 -1.65447 -2.46527 0.010 -0.012 -0.031
C -1.89599 -1.07087 -1.37530 -0.055 0.075 0.038
H -6.15646 1.94136 3.72143 0.009 0.027 0.024
H -4.38680 1.86661 3.64086 0.004 0.017 0.016
H -5.26621 0.91346 4.86249 0.007 0.021 0.014
H -4.15394 -1.96311 2.46545 0.015 -0.018 0.032
H -4.25492 -1.47314 4.15484 -0.001 0.007 0.003
H -1.97942 -1.17792 3.35809 0.073 -0.009 0.011
H -2.65238 0.38192 3.72781 -0.027 0.003 0.016
H -2.99444 0.91515 1.38255 0.028 -0.012 -0.014
H -2.79588 -0.75281 0.90369 -0.006 0.046 0.113
H -2.23566 3.26189 3.40978 -0.001 0.002 0.006
H -2.60045 3.28266 5.84882 -0.005 0.004 -0.006
H -1.18098 1.90400 7.32584 0.005 -0.003 0.009
H 0.64005 0.53435 6.36590 0.008 -0.011 -0.013
H 1.02342 0.53943 3.91491 0.009 -0.034 0.028
H -0.36369 4.49582 2.23828 -0.005 0.013 -0.011
H -1.25850 6.40203 0.97232 -0.002 0.013 0.001
H -2.49398 6.02545 -1.13765 -0.009 0.009 0.003
H -2.82789 3.72020 -1.97108 -0.001 -0.008 -0.004
H -1.95763 1.80388 -0.68425 0.057 0.099 0.020
H 1.57477 -1.71331 2.94556 0.025 0.015 0.013
H 1.32792 -3.28915 4.83928 0.015 0.006 -0.001
H -0.60473 -4.82907 4.91394 -0.001 -0.007 0.004
H -2.28126 -4.79047 3.09600 -0.007 -0.010 0.003
H -2.05355 -3.19396 1.23875 -0.016 -0.020 -0.081
H 0.32118 -3.51304 -0.66038 0.023 0.010 -0.004
H -0.78326 -4.54935 -2.58954 0.006 -0.006 0.003
H -2.63796 -3.37653 -3.74340 -0.012 -0.002 -0.001
H -3.31406 -1.11777 -2.97991 -0.011 0.003 -0.008
H -2.18837 -0.07762 -1.05842 0.002 -0.097 -0.067
Se 4.76770 1.72579 -1.71963 -0.072 -0.236 -0.009
Se 5.53991 3.93840 -1.79516 0.057 0.177 -0.096
Te 4.22968 5.11821 -0.01324 0.019 -0.059 0.058
Se 1.93396 5.10077 -1.01174 -0.122 0.029 -0.002
Br 4.27279 -4.24348 -1.84144 -0.026 -0.033 -0.058
C 4.40310 -2.94632 -0.44592 0.027 0.082 0.075
C 5.34539 -3.14310 0.55224 0.003 -0.015 0.005
C 5.40919 -2.18470 1.55210 -0.026 0.004 -0.014
C 4.54854 -1.09964 1.50336 0.095 -0.024 -0.020
C 3.65789 -1.01607 0.44508 0.113 0.137 0.220
N 3.58026 -1.93045 -0.51970 -0.074 -0.097 -0.060
H 5.99556 -4.00509 0.53737 0.002 -0.005 0.002
H 6.13074 -2.28343 2.35315 0.010 -0.013 0.006
H 4.56692 -0.30830 2.24100 -0.011 -0.001 -0.010
H 2.98450 -0.16913 0.41216 -0.164 -0.119 -0.150
N 3.83923 -4.10516 -8.31743 0.001 -0.015 -0.014
C 3.47133 -3.50019 -7.41046 0.030 -0.023 -0.045
C 3.00466 -2.74239 -6.28618 -0.036 0.012 0.048
C 3.84403 -1.81878 -5.66142 -0.017 -0.017 -0.016
C 3.38290 -1.08774 -4.58676 0.024 0.000 0.051
C 2.07445 -1.26092 -4.11172 0.214 -0.039 0.062
C 1.24557 -2.19553 -4.73999 0.015 0.011 -0.029
C 1.70488 -2.92851 -5.81692 -0.012 -0.014 -0.021
C 1.63442 -0.48181 -3.00332 -0.195 0.060 -0.016
C 1.28191 0.24766 -2.08749 -0.065 0.009 0.038
H 4.85498 -1.68359 -6.02182 0.006 0.003 -0.001
H 4.02643 -0.37481 -4.08641 -0.002 0.025 -0.002
H 0.24246 -2.34025 -4.36758 -0.062 -0.001 0.028
H 1.06245 -3.65183 -6.30226 -0.003 -0.001 0.002
S 2.65039 2.21718 2.24008 0.093 -0.095 -0.255
C 1.35394 1.74104 1.24722 -0.372 -0.054 -0.194
C -0.57064 1.98249 -6.09564 -0.007 0.000 -0.007
C -0.55651 3.25152 -5.23888 0.026 -0.118 -0.093
C 0.23131 3.06010 -4.02935 -0.009 0.179 0.100
N 0.83891 2.90282 -3.07447 -0.048 -0.121 0.060
H -1.18919 2.14175 -6.97768 0.004 -0.012 -0.008
H -0.96862 1.13998 -5.53200 -0.007 0.000 0.007
H 0.43674 1.72282 -6.41607 0.007 -0.002 -0.002
H -1.56578 3.53082 -4.93182 0.008 0.018 0.001
H -0.13283 4.09537 -5.78505 -0.012 0.007 0.007
```
Forces are in eV/Å.

Values from the calculation:
Frontier orbital gap (alpha / beta), eV: 5.56 / 5.78
LUMO (alpha / beta), eV: 1.94 / 1.92
HOMO level (alpha / beta), eV: -3.618 / -3.859
Total charge: -1
Spin multiplicity: 2
E, eV: -369013.5366
Maximum force, eV/A: 0.76



Here is a structure of composition C34H71NO17Si2 from the Open Molecules 2025 dataset. Energies are from the ωB97M-V functional and the def2-TZVPD basis.

The geometry in XYZ format:
```
125
Properties=species:S:1:pos:R:3:forces:R:3
C 1.46142 2.82775 4.74640 0.886 -0.492 0.302
C 0.57469 3.04062 3.79747 -1.113 -0.163 -0.918
Si 0.82769 2.63406 1.98132 -1.596 -1.268 0.666
C -0.61432 3.40555 1.04918 0.404 0.242 -0.730
C -0.35009 3.82840 -0.43239 -0.458 -0.682 0.345
C 0.96776 3.38294 -1.01104 -0.975 -0.046 -0.179
N 1.16164 2.07599 -1.35091 -0.818 -0.657 -0.269
O 1.83001 4.18317 -1.18849 1.954 1.609 -0.158
O 0.68759 0.95409 1.81695 1.126 0.473 0.028
Si 2.13349 0.11868 1.80959 -0.415 -0.685 -0.067
C 1.86864 -1.74301 1.84252 0.345 0.214 -0.461
C 1.85440 -2.37702 0.42948 -0.542 -0.538 0.470
C 0.44269 -2.73406 -0.00979 -0.255 0.775 -0.308
C -0.41318 -1.48930 -0.37033 -0.033 -0.811 0.374
C -1.66017 -1.39705 0.52144 0.300 0.616 -0.539
C -2.21675 0.04219 0.58105 -0.745 -1.479 0.142
C -3.74777 0.03678 0.49310 0.566 0.951 -0.615
C -4.27595 1.47437 0.48366 0.233 -0.076 0.596
C -4.13443 2.13953 1.85367 -0.172 0.003 -0.322
H 2.08811 1.95061 4.66834 1.086 0.473 -0.283
H 1.62179 3.48272 5.58549 -0.674 -0.367 0.842
H -0.36464 3.49775 4.09527 0.278 1.264 -0.284
H 2.14357 3.04980 1.47796 0.126 0.095 0.062
H -1.47195 2.73915 1.06879 0.112 -0.242 0.200
H -0.92484 4.30283 1.57577 -0.037 0.120 0.242
H -1.14787 3.47751 -1.08927 -0.163 -0.159 0.069
H -0.36475 4.90262 -0.49567 0.203 0.345 -0.118
H 0.32947 1.60586 -1.68437 0.145 -0.279 0.242
H 1.96509 1.94287 -1.94788 0.087 -0.056 0.096
H 2.98486 0.46154 2.97662 -0.092 0.248 0.067
H 2.86978 0.46608 0.57451 0.102 0.020 0.036
H 2.69864 -2.19457 2.38489 0.208 0.182 0.217
H 0.98032 -2.02153 2.40423 -0.224 0.040 0.060
H 2.41587 -3.30627 0.45008 0.336 -0.070 0.003
H 2.32719 -1.71352 -0.28685 0.111 0.041 -0.276
H 0.44587 -3.43686 -0.83774 0.170 -0.053 -0.218
H -0.06512 -3.24615 0.80291 0.048 -0.241 0.203
H 0.15298 -0.56305 -0.28663 0.245 0.021 0.083
H -0.70624 -1.59467 -1.41407 -0.166 0.281 -0.125
H -2.40267 -2.08196 0.11634 -0.217 -0.117 0.117
H -1.40979 -1.73999 1.52213 0.002 -0.045 0.174
H -1.91044 0.47183 1.52376 0.312 0.422 0.019
H -1.81114 0.59013 -0.26467 0.076 0.402 -0.014
H -4.16994 -0.54979 1.30482 -0.168 -0.081 0.101
H -4.00560 -0.42415 -0.45700 -0.209 -0.320 -0.061
H -3.69898 2.06256 -0.23045 0.058 -0.019 -0.258
H -5.31047 1.52443 0.15417 -0.198 -0.077 0.025
H -4.53640 3.14703 1.81798 -0.212 0.143 0.190
H -3.10068 2.23714 2.16572 0.173 -0.116 0.036
H -4.64848 1.54980 2.60731 -0.178 0.068 0.187
C 6.18288 -6.44510 5.97785 -0.189 0.087 0.187
C 5.74671 -5.98416 4.60322 0.463 -0.157 0.075
O 4.32689 -5.78609 4.54621 -0.096 0.101 -0.104
C 3.88846 -4.62870 5.04304 0.046 -0.051 0.044
O 4.56889 -3.75054 5.50960 -0.090 -0.068 -0.070
O 2.55701 -4.61100 4.93648 0.032 0.007 -0.051
C 1.94105 -3.44324 5.48122 -0.210 0.222 0.074
H 5.61901 -7.32859 6.28020 0.069 -0.064 -0.083
H 7.24602 -6.68555 5.98110 -0.005 -0.008 -0.036
H 6.00194 -5.67188 6.72433 0.063 0.055 -0.055
H 5.97113 -6.75156 3.86415 -0.235 -0.008 -0.047
H 6.26919 -5.07679 4.30150 -0.138 0.098 0.076
H 2.38387 -2.53770 5.07089 0.106 -0.026 0.069
H 2.02038 -3.44517 6.56759 0.124 0.060 -0.017
H 0.88944 -3.47195 5.20809 0.043 -0.209 -0.097
C 6.88605 6.76084 6.75479 0.152 -0.190 -0.129
C 5.47912 6.24212 6.96430 0.155 0.383 0.244
O 5.14159 5.24444 5.99115 -0.133 -0.127 0.026
C 5.60191 4.01706 6.24360 0.078 0.068 -0.058
O 6.24873 3.68382 7.20395 -0.091 0.016 -0.081
O 5.22686 3.22187 5.23952 -0.042 0.033 0.085
C 5.69822 1.87643 5.34716 -0.002 -0.254 -0.094
H 7.01512 7.10815 5.72883 -0.071 0.097 0.031
H 7.09536 7.58524 7.43660 -0.037 0.007 -0.002
H 7.62119 5.97505 6.92774 -0.039 -0.003 0.092
H 4.76047 7.04864 6.82708 -0.092 -0.127 -0.177
H 5.34349 5.85100 7.97235 0.054 -0.164 -0.062
H 5.43809 1.44503 6.31144 0.083 0.076 0.050
H 6.77618 1.84286 5.19554 0.008 0.008 0.123
H 5.21086 1.30651 4.56025 -0.067 0.162 -0.057
C 1.84518 2.72027 -6.02264 0.135 -0.222 -0.084
C 0.39952 2.39019 -5.71718 0.263 0.495 0.184
O -0.08821 1.35158 -6.57793 -0.048 -0.240 0.171
C 0.24809 0.11143 -6.21389 0.106 0.098 -0.008
O 0.89522 -0.19260 -5.24384 -0.109 -0.003 -0.050
O -0.24876 -0.73832 -7.11563 -0.009 0.053 0.064
C 0.08226 -2.10903 -6.87911 0.001 -0.255 -0.042
H 1.96628 2.95511 -7.08091 -0.062 0.113 0.025
H 2.17639 3.57302 -5.42987 -0.038 0.011 0.000
H 2.49445 1.87298 -5.80139 -0.030 0.013 0.089
H -0.22498 3.26192 -5.90646 -0.146 -0.155 -0.172
H 0.26520 2.11215 -4.67183 0.019 -0.170 -0.052
H -0.18348 -2.40723 -5.86733 0.086 0.073 0.039
H 1.14404 -2.27463 -7.05571 0.013 0.020 0.118
H -0.49267 -2.70040 -7.58646 -0.051 0.165 -0.072
C -6.87828 -5.87282 -0.96210 0.244 -0.132 0.001
C -7.03810 -5.11207 0.33723 -0.289 0.105 -0.381
O -6.26455 -5.70755 1.38812 0.070 0.083 0.148
C -4.96836 -5.39277 1.39503 -0.016 -0.099 -0.058
O -4.40941 -4.65922 0.61987 -0.038 -0.012 0.071
O -4.38930 -6.04183 2.40821 -0.051 0.074 -0.011
C -2.97770 -5.83892 2.50443 0.223 -0.018 0.102
H -7.10507 -6.92965 -0.81524 -0.120 0.034 0.008
H -7.54458 -5.47058 -1.72529 -0.023 0.009 0.029
H -5.85409 -5.80730 -1.32907 -0.017 0.098 -0.002
H -8.07443 -5.15395 0.66853 0.079 -0.108 0.197
H -6.77438 -4.06121 0.22007 0.173 -0.044 0.047
H -2.73440 -4.77826 2.52220 -0.034 0.004 -0.119
H -2.47021 -6.32890 1.67455 -0.002 0.109 -0.055
H -2.65461 -6.29351 3.43693 -0.172 -0.065 0.010
C -2.33117 1.28279 -8.69022 -0.330 0.148 0.020
C -2.81552 1.59233 -10.09027 0.443 -0.146 0.125
O -4.24055 1.77295 -10.12721 -0.096 0.099 -0.131
C -4.67747 2.97172 -9.74413 0.052 -0.078 0.056
O -3.99584 3.90124 -9.39250 -0.098 -0.064 -0.049
O -6.01275 2.96647 -9.81251 0.062 0.007 -0.042
C -6.62778 4.18009 -9.37842 -0.178 0.146 0.041
H -2.87576 0.43189 -8.27794 0.084 -0.084 -0.073
H -1.27075 1.05271 -8.69382 0.015 -0.023 -0.042
H -2.49790 2.12803 -8.02272 0.074 0.056 -0.065
H -2.60415 0.75292 -10.75113 -0.245 -0.015 -0.042
H -2.31216 2.46654 -10.50269 -0.146 0.108 0.064
H -6.20873 5.03970 -9.89714 0.099 -0.016 0.065
H -6.51231 4.29571 -8.30146 0.095 0.071 -0.026
H -7.68525 4.10257 -9.61622 0.039 -0.172 -0.046
```
Forces are in eV/Å.

Values from the calculation:
Frontier orbital gap, eV: 9.51
LUMO, eV: 0.48
HOMO level, eV: -9.039
Total charge: 0
E, eV: -88465.1916
Maximum force, eV/A: 2.54



Here is a cluster of 2 separate species, C4H9NO in total from the Open Molecules 2025 dataset. Energies are from the ωB97M-V functional and the def2-TZVPD basis.

The geometry in XYZ format:
```
15
Properties=species:S:1:pos:R:3:forces:R:3
C 2.09421 0.26338 0.09629 -0.065 -0.010 0.084
C 0.75075 0.74936 -0.33629 0.183 0.078 -0.148
N -0.05533 0.60747 1.81308 -0.434 -0.508 -0.277
C -0.78157 -0.28029 1.40509 0.310 0.404 0.339
O -0.62604 -0.64341 -0.03107 0.121 0.085 -0.012
C -1.81024 -0.60279 -0.81956 -0.168 -0.027 -0.146
H 2.09584 -0.82818 0.17399 0.020 0.144 -0.023
H 2.83699 0.53646 -0.66826 -0.131 -0.041 0.066
H 2.37322 0.68001 1.06319 -0.034 -0.053 -0.134
H 0.51689 0.51603 -1.37616 0.003 -0.002 0.172
H 0.45932 1.75371 -0.06120 0.014 -0.153 0.021
H -1.53128 -0.94738 1.84164 0.093 0.091 -0.008
H -2.47560 -1.42673 -0.54213 0.076 0.121 -0.060
H -1.51192 -0.73148 -1.86348 -0.085 0.014 0.136
H -2.33523 0.35384 -0.69514 0.098 -0.143 -0.009
```
Forces are in eV/Å.

Values from the calculation:
Frontier orbital gap (alpha / beta), eV: 8.41 / 8.41
LUMO (alpha / beta), eV: 0.52 / 0.52
HOMO level (alpha / beta), eV: -7.889 / -7.890
Total charge: 0
E, eV: -7826.8159
Maximum force, eV/A: 0.72